DFT (ωB97M-V with the def2-TZVPD basis set) results for 9 unconnected molecules or ions with the total composition C8H33N15O10.

Calculated values
- multiplicity = 1
- energy relative to the best compared isomer or geometry (same formula, charge and spin) (kcal/mol) = 0.0
- HOMO (eV) = -9.5179
- energy (hartree) = -1898.73600

Each atom is followed by the atoms it is bonded to, with distances in Å.
Cartesian coordinates (Å):
1 N 1.75274 -0.62635 -3.03593  H2 1.042, H3 1.034, H4 1.016, H5 1.021
2 H 0.82199 -1.00726 -3.31024  N1 1.042
3 H 1.60764 0.08129 -2.29654  N1 1.034
4 H 2.23625 -0.25200 -3.84670  N1 1.016
5 H 2.35132 -1.38650 -2.70959  N1 1.021
6 O -0.74491 -0.08028 -0.48594  C7 1.387, H10 0.974
7 C 0.43923 -0.29506 0.20387  O6 1.387, O8 1.244, O9 1.252
8 O 0.32735 -0.70418 1.37307  C7 1.244
9 O 1.51915 0.00693 -0.35341  C7 1.252
10 H -1.36056 -0.18177 0.26225  O6 0.974
11 C -0.53390 -2.39384 4.72787  O12 1.223, N13 1.350, N14 1.364
12 O -0.55131 -2.68929 5.91431  C11 1.223
13 N -0.16417 -3.26286 3.76260  C11 1.350, H15 1.004, H16 1.003
14 N -0.74363 -1.12238 4.27962  C11 1.364, H17 1.001, H18 1.004
15 H -0.14179 -3.04567 2.78241  N13 1.004
16 H 0.22064 -4.15411 4.01357  N13 1.003
17 H -1.00656 -0.43902 4.96205  N14 1.001
18 H -0.55555 -0.89976 3.31904  N14 1.004
19 C -5.04108 0.67837 -0.82146  O20 1.230, N21 1.371, N22 1.340
20 O -5.01547 0.45293 -2.03032  C19 1.230
21 N -4.05226 1.40432 -0.21030  C19 1.371, H23 1.005, H24 1.003
22 N -5.99256 0.21701 0.00125  C19 1.340, H25 1.003, H26 1.003
23 H -3.30516 1.79663 -0.75669  N21 1.005
24 H -4.04157 1.56541 0.78010  N21 1.003
25 H -6.01191 0.40675 0.98604  N22 1.003
26 H -6.78063 -0.28779 -0.35983  N22 1.003
27 C -2.21819 -0.90377 -3.93808  O28 1.238, N29 1.361, N30 1.352
28 O -1.18916 -1.49608 -4.28714  C27 1.238
29 N -3.36735 -1.01033 -4.65941  C27 1.361, H31 1.007, H32 1.004
30 N -2.37758 -0.34495 -2.71691  C27 1.352, H33 1.015, H34 1.017
31 H -3.27914 -1.50930 -5.53018  N29 1.007
32 H -4.27452 -0.59152 -4.56114  N29 1.004
33 H -3.30386 -0.00969 -2.47179  N30 1.015
34 H -1.64117 -0.49489 -2.03150  N30 1.017
35 C 0.15929 2.94997 -2.58717  O36 1.225, N37 1.378, N38 1.378
36 O 0.81921 2.09232 -3.16020  C35 1.225
37 N 0.29442 4.27007 -2.95731  C35 1.378, H39 1.001, H40 1.004
38 N -0.58087 2.79669 -1.43506  C35 1.378, H41 1.002, H42 1.005
39 H -0.27532 4.97618 -2.53445  N37 1.001
40 H 0.77792 4.36787 -3.83127  N37 1.004
41 H -0.72542 3.66182 -0.95015  N38 1.002
42 H -0.53049 1.91688 -0.95100  N38 1.005
43 C -0.53005 2.74252 2.55095  O44 1.230, N45 1.348, N46 1.372
44 O -1.24636 2.64945 1.55528  C43 1.230
45 N 0.43850 1.85473 2.85054  C43 1.348, H47 1.008, H48 1.004
46 N -0.64073 3.78603 3.43514  C43 1.372, H49 1.005, H50 1.003
47 H 0.50192 1.00180 2.31749  N45 1.008
48 H 1.08616 1.93829 3.61263  N45 1.004
49 H 0.09623 3.93092 4.10281  N46 1.005
50 H -1.15292 4.60896 3.17765  N46 1.003
51 C 4.74724 0.05642 1.33385  O52 1.222, N53 1.371, N54 1.367
52 O 5.82357 0.33327 1.84184  C51 1.222
53 N 3.71553 -0.42235 2.10005  C51 1.371, H55 1.003, H56 1.008
54 N 4.45939 0.19077 0.00453  C51 1.367, H57 1.006, H58 1.001
55 H 4.03291 -0.81695 2.96566  N53 1.003
56 H 2.82339 -0.60671 1.66915  N53 1.008
57 H 3.47999 0.08302 -0.19750  N54 1.006
58 H 5.17748 0.56590 -0.58341  N54 1.001
59 C 3.08241 -3.80287 -0.17685  O60 1.223, N61 1.366, N62 1.365
60 O 3.35639 -4.98300 -0.34696  C59 1.223
61 N 1.80527 -3.37319 0.04991  C59 1.366, H63 1.001, H64 1.007
62 N 4.01229 -2.81823 -0.34576  C59 1.365, H65 1.005, H66 1.002
63 H 1.07012 -4.03778 0.19134  N61 1.001
64 H 1.64090 -2.40854 0.28637  N61 1.007
65 H 3.79084 -1.84373 -0.23470  N62 1.005
66 H 4.90850 -3.08151 -0.70835  N62 1.002

=====

DFT (ωB97M-V with the def2-TZVPD basis set) results for 9 unconnected molecules or ions with the total composition C8H35N16O9.

Calculated values
- multiplicity = 1
- energy relative to the best compared isomer or geometry (same formula, charge and spin) (kcal/mol) = 120.0
- charge = +1
- HOMO (eV) = -11.1831
- energy (hartree) = -1879.05809

Each atom is followed by the atoms it is bonded to, with distances in Å.
Cartesian coordinates (Å):
1 O -22.24448 -0.96628 -1.76003  H2 0.960, H3 0.960, H4 0.960
2 H -22.73807 -0.14751 -1.67286  O1 0.960
3 H -21.31885 -0.97469 -1.50560  O1 0.960
4 H -22.40867 -1.37693 -2.61209  O1 0.960
5 C -19.07206 -1.44204 -2.43137  O6 1.194, N7 1.245, N8 1.282
6 O -19.73716 -0.52450 -2.05636  C5 1.194
7 N -17.84191 -1.25464 -2.37817  C5 1.245, H9 1.010, H10 1.010
8 N -19.36111 -2.40724 -3.22358  C5 1.282, H11 1.010, H12 1.010
9 H -17.08417 -1.76202 -2.81233  N7 1.010
10 H -17.67104 -0.42512 -1.82789  N7 1.010
11 H -18.73001 -3.17687 -3.39534  N8 1.010
12 H -20.30084 -2.35737 -3.59036  N8 1.010
13 C -25.00535 -4.24284 -2.24480  O14 1.190, N15 1.282, N16 1.333
14 O -25.10628 -4.30415 -1.06028  C13 1.190
15 N -26.03303 -4.10417 -2.99809  C13 1.282, H17 1.010, H18 1.010
16 N -23.89260 -4.19513 -2.97808  C13 1.333, H19 1.010, H20 1.010
17 H -26.88679 -4.22352 -2.47183  N15 1.010
18 H -26.06243 -3.83425 -3.97091  N15 1.010
19 H -22.98984 -4.04800 -2.54971  N16 1.010
20 H -23.97315 -4.32834 -3.97601  N16 1.010
21 C -25.79798 -0.62999 -3.93693  O22 1.240, N23 1.273, N24 1.300
22 O -24.68719 -0.14888 -4.20654  C21 1.240
23 N -26.54378 -1.13733 -4.83555  C21 1.273, H25 1.010, H26 1.010
24 N -26.26753 -0.85114 -2.74527  C21 1.300, H27 1.010, H28 1.010
25 H -27.42253 -1.48019 -4.47451  N23 1.010
26 H -26.18645 -0.98829 -5.76840  N23 1.010
27 H -27.23763 -1.04965 -2.54630  N24 1.010
28 H -25.63298 -0.58242 -2.00687  N24 1.010
29 C -20.74316 -0.88324 1.74723  O30 1.250, N31 1.304, N32 1.303
30 O -20.88175 -0.33140 0.63367  C29 1.250
31 N -19.69450 -1.44425 2.28281  C29 1.304, H33 1.010, H34 1.010
32 N -21.76823 -0.88967 2.55131  C29 1.303, H35 1.010, H36 1.010
33 H -18.92132 -1.62307 1.65805  N31 1.010
34 H -19.63210 -1.80326 3.22478  N31 1.010
35 H -22.53357 -0.26933 2.32878  N32 1.010
36 H -21.65673 -1.20616 3.50394  N32 1.010
37 C -24.80308 1.98348 -0.94927  O38 1.228, N39 1.319, N40 1.300
38 O -24.17876 0.92681 -0.97995  C37 1.228
39 N -25.18802 2.67178 0.10837  C37 1.319, H41 1.010, H42 1.010
40 N -25.13932 2.61214 -2.03578  C37 1.300, H43 1.010, H44 1.010
41 H -24.85495 2.20309 0.93873  N39 1.010
42 H -25.46769 3.64097 0.15905  N39 1.010
43 H -25.81017 3.36497 -2.09312  N40 1.010
44 H -24.65957 2.26437 -2.85371  N40 1.010
45 C -26.55862 -1.51103 0.83560  O46 1.221, N47 1.210, N48 1.360
46 O -27.26637 -0.65294 0.33248  C45 1.221
47 N -26.93457 -2.52021 1.38740  C45 1.210, H49 1.010, H50 1.010
48 N -25.20900 -1.36703 0.91842  C45 1.360, H51 1.010, H52 1.010
49 H -27.93083 -2.67803 1.43891  N47 1.010
50 H -26.25329 -3.21577 1.65598  N47 1.010
51 H -24.79202 -0.65055 0.34147  N48 1.010
52 H -24.59980 -2.04782 1.34911  N48 1.010
53 C -21.01215 1.57342 -4.48178  O54 1.282, N55 1.332, N56 1.276
54 O -21.37498 1.84739 -3.28275  C53 1.282
55 N -19.74761 1.45720 -4.88285  C53 1.332, H57 1.010, H58 1.010
56 N -21.87867 1.24286 -5.35844  C53 1.276, H59 1.010, H60 1.010
57 H -19.00704 1.30794 -4.21249  N55 1.010
58 H -19.64203 1.43479 -5.88707  N55 1.010
59 H -21.70395 0.80001 -6.24920  N56 1.010
60 H -22.84714 1.40079 -5.11919  N56 1.010
61 C -21.95050 -2.27528 -5.56660  O62 1.221, N63 1.316, N64 1.297
62 O -21.78802 -2.12468 -4.36578  C61 1.221
63 N -20.97006 -2.51482 -6.41124  C61 1.316, H65 1.010, H66 1.010
64 N -23.12370 -2.45680 -6.08894  C61 1.297, H67 1.010, H68 1.010
65 H -20.00595 -2.45751 -6.11575  N63 1.010
66 H -21.02098 -2.63417 -7.41286  N63 1.010
67 H -23.95541 -2.42673 -5.51671  N64 1.010
68 H -23.03036 -2.42350 -7.09407  N64 1.010